This record from the OMol25 dataset describes a cluster of 2 separate species, C3H9N2O in total. The level of theory is ωB97M-V/def2-TZVPD.

Values from the calculation:
Energy above the lowest of the compared OMol25 structures with the same formula, charge and spin, kJ/mol: 306.10
Strongest force on any atom, eV/A: 3.3
Net charge: +1
E_tot, eV: -8275.9014

Last column: natural (NBO) charge in e.
Atoms and positions in Å:
C 1.301 0.469 0.095  0.05
C 0.739 -0.812 -0.025  0.72
C 0.658 1.844 -0.122  -0.64
N -1.956 -0.499 0.660  -1.11
N 0.432 -1.838 -0.784  -0.69
O 1.147 -0.571 1.169  -0.34
H 2.346 0.429 -0.319  0.23
H -0.465 1.806 -0.178  0.24
H 1.054 2.225 -1.064  0.26
H 0.984 2.535 0.564  0.25
H -2.154 0.507 0.940  0.37
H -2.518 -1.069 1.322  0.39
H 0.535 -1.849 -1.808  0.46
H -2.514 -0.548 -0.229  0.37
H 0.409 -2.630 -0.220  0.43